Computed, not measured: C33H65Li2O15P as an isolated structure at a distorted geometry, with ωB97M-V/def2-TZVPD.

Structure (ORCA input):
```
! wB97M-V def2-TZVPD RIJCOSX def2/J DEFGRID3
* xyz -2 1
P -1.656 3.125 3.037
O -0.414 -0.005 1.869
O -1.355 3.630 1.597
O 2.009 2.747 -3.022
O -2.277 4.280 3.838
O 0.579 1.121 0.292
O 0.009 -1.019 -0.120
O 2.640 -4.703 1.327
O 0.801 -1.146 -2.848
O 3.733 -1.106 4.017
O -4.080 1.126 -0.174
O -2.755 2.061 2.867
O 4.936 0.907 -0.565
O -2.676 -1.001 3.525
O -2.528 3.269 -1.223
O -0.395 2.346 3.558
C 0.098 -2.323 -3.235
C -3.280 0.166 -0.856
C -1.149 -1.813 -3.968
C 2.973 0.299 5.741
C -3.440 3.622 -2.220
C -4.213 -0.354 -1.969
C 2.430 -0.646 3.627
C -1.302 3.463 -3.253
C 1.982 -5.969 1.444
C 2.212 0.623 4.470
C 4.315 0.061 0.410
C 3.858 -0.906 5.413
C 2.194 3.833 -3.890
C -0.703 -0.469 -4.483
C -3.800 -3.033 3.375
C 0.064 0.043 0.723
C 1.697 -3.645 0.989
C -1.212 3.545 -1.712
C 3.962 -1.256 -0.305
C 3.663 4.210 -3.643
C 4.900 -1.244 -1.498
C 0.170 0.049 -3.342
C -4.678 -1.956 2.810
C -2.780 3.125 -3.491
C -2.418 -2.388 3.384
C -4.060 -0.683 3.447
C -5.537 -0.370 -1.211
C 2.568 3.100 -1.776
C -5.458 0.898 -0.333
C 0.507 -5.664 1.201
C 3.851 3.927 -2.158
C 0.393 -4.210 1.538
C 4.925 0.249 -1.815
Li 0.456 2.504 1.834
Li -1.454 0.706 3.477
H 1.156 0.852 4.603
H -2.887 2.040 -3.566
H 0.543 -0.684 -0.869
H 0.355 -4.014 2.613
H -4.598 -1.864 1.724
H 4.012 0.512 -2.369
H -2.984 -0.582 -0.114
H -4.134 -3.281 4.386
H 2.401 -0.502 2.549
H 3.500 -1.824 5.903
H -4.244 0.182 2.814
H -0.204 -6.261 1.778
H -1.506 -2.463 -4.770
H -0.518 2.838 -1.259
H -6.039 1.666 -0.850
H 3.925 4.803 -1.514
H 2.030 -2.800 1.583
H -4.306 0.429 -2.724
H 4.619 -1.730 -2.434
H -3.640 4.706 -2.211
H 2.904 -1.249 -0.568
H 4.158 -2.069 0.396
H 2.158 -6.334 2.458
H -6.372 -0.355 -1.919
H 3.372 0.462 0.786
H -1.824 -2.820 4.194
H -2.399 0.688 -1.225
H 5.768 0.549 -2.443
H -5.736 -2.049 3.066
H -0.426 0.461 -2.523
H -0.198 -2.831 -2.315
H -5.892 0.620 0.630
H 3.887 5.238 -3.941
H -3.236 3.556 -4.390
H 1.755 -1.489 3.834
H 4.731 3.320 -1.941
H 1.966 3.502 -4.905
H -1.117 4.441 -3.710
H -3.999 -1.326 -2.411
H -0.926 4.553 -1.398
H -5.650 -1.249 -0.571
H -3.777 -3.929 2.746
H -4.397 3.117 -2.066
H 0.297 -5.865 0.146
H 5.878 -1.600 -1.163
H -0.105 -0.550 -5.396
H 2.318 0.158 6.609
H -1.987 -1.667 -3.285
H 0.689 -2.977 -3.880
H 5.008 -0.113 1.235
H -0.543 -3.775 1.183
H 0.883 0.793 -3.690
H 2.821 2.207 -1.211
H -0.644 2.738 -3.732
H 4.901 -0.776 5.703
H 2.308 -6.710 0.711
H -1.902 -2.517 2.431
H 1.844 3.695 -1.208
H -4.464 -0.550 4.454
H -1.545 0.193 -4.703
H 4.300 3.588 -4.275
H 1.698 -3.474 -0.087
H 3.542 1.145 6.141
H 1.510 4.659 -3.650
H 2.654 1.443 3.905
*
```

Computed properties:
E_HOMO = 0.713 eV
Max |F| = 4.5 eV/A
Energy = -75690.637 eV
Frontier orbital gap = 0.116 Ha
LUMO = 0.1425 hartree

Atomic partial charges in e from the Löwdin method, atoms 1 to 8: number 1, P, carries -0.1754; number 2, O, carries -0.0510; number 3, O, carries -0.4902; number 4, O, carries -0.1728; number 5, O, carries -0.4971; number 6, O, carries -0.0921; number 7, O, carries 0.0573; number 8, O, carries -0.1515

***

Computed, not measured: a 10-piece molecular cluster, C33H66O13 overall at a distorted geometry, with ωB97M-V/def2-TZVPD.

Structure (ORCA input):
```
! wB97M-V def2-TZVPD RIJCOSX def2/J DEFGRID3
* xyz 0 1
O 58.986 8.034 41.958
O 56.834 10.203 33.050
O 58.579 7.375 39.776
O 52.352 6.789 34.590
O 58.614 5.123 44.853
O 55.095 9.529 44.638
O 58.998 12.395 45.067
O 52.811 9.933 44.973
O 59.684 10.779 37.730
O 57.197 13.421 44.363
O 63.651 7.136 40.345
O 56.276 12.130 39.423
O 57.428 4.599 36.990
C 60.608 6.679 40.795
C 57.372 8.165 39.559
C 57.326 4.102 39.313
C 57.563 9.274 33.875
C 61.113 5.580 44.593
C 57.687 7.812 33.549
C 59.418 3.534 37.832
C 55.732 11.181 41.558
C 65.157 5.974 41.941
C 54.297 11.709 45.310
C 53.538 6.989 35.240
C 60.134 4.006 46.422
C 61.610 9.887 39.134
C 55.490 11.396 40.158
C 58.210 13.347 45.023
C 54.447 5.616 35.428
C 56.428 7.765 44.044
C 58.570 14.412 45.939
C 60.284 10.598 39.002
C 54.471 10.536 39.467
C 56.816 7.998 38.184
C 54.178 8.370 35.730
C 59.905 4.868 45.242
C 64.151 7.157 41.512
C 64.191 8.254 42.492
C 54.020 10.269 44.976
C 58.430 9.858 34.983
C 57.979 4.165 38.044
C 60.118 10.406 44.437
C 54.988 8.334 44.086
C 59.731 11.366 40.187
C 59.344 7.461 40.959
C 58.846 11.278 44.289
H 58.068 10.817 44.770
H 61.887 5.522 45.285
H 63.255 8.150 42.950
H 57.621 9.062 39.856
H 56.535 6.851 43.515
H 56.459 12.027 41.978
H 54.701 5.477 36.532
H 58.653 11.719 40.356
H 58.471 13.745 46.890
H 54.459 9.468 39.686
H 58.564 7.505 34.079
H 57.018 3.193 39.432
H 53.851 9.081 34.752
H 60.642 5.624 40.983
H 53.442 12.161 45.484
H 58.148 10.895 34.936
H 59.487 9.904 34.916
H 60.477 2.933 46.040
H 59.778 3.179 36.857
H 61.275 5.002 43.731
H 61.413 9.074 39.805
H 56.063 8.739 37.660
H 54.464 10.494 38.395
H 65.348 5.496 40.989
H 54.818 11.598 42.127
H 54.892 12.325 44.518
H 56.737 4.871 39.239
H 58.594 11.752 43.363
H 59.495 2.718 38.328
H 62.452 10.567 39.304
H 59.553 14.728 45.858
H 61.782 9.161 38.276
H 60.535 9.871 45.365
H 57.725 8.129 37.546
H 56.955 8.467 43.344
H 53.445 10.882 39.606
H 57.731 15.054 45.901
H 56.709 7.414 33.830
H 61.368 6.713 41.619
H 56.521 7.764 40.236
H 54.941 11.674 46.299
H 64.553 9.218 42.020
H 64.984 8.143 43.281
H 56.966 7.603 45.032
H 55.274 5.835 35.108
H 56.028 10.122 41.851
H 59.761 10.937 41.151
H 59.137 4.074 47.128
H 60.220 4.284 37.982
H 60.962 4.309 47.200
H 57.621 7.624 32.568
H 58.171 4.392 40.141
H 60.087 12.438 40.057
H 61.164 6.962 39.785
H 64.822 5.327 42.692
H 60.098 9.636 43.661
H 56.194 7.048 37.977
H 61.001 6.723 44.415
H 53.830 8.382 36.848
H 54.321 7.859 44.801
H 54.301 8.360 43.271
H 58.037 9.555 35.865
H 61.103 10.710 44.085
H 53.946 4.744 35.205
H 55.399 8.519 35.529
H 65.967 6.371 42.445
*
```

Computed properties:
E_HOMO = -9.249 eV
Max |F| = 11.1 eV/A
Energy = -61890.541 eV
Frontier orbital gap = 0.334 Ha
LUMO = -0.0063 hartree

Atomic partial charges in e from the Löwdin method, atoms 1 to 8: number 1, O, carries 0.0928; number 2, O, carries -0.1136; number 3, O, carries -0.0449; number 4, O, carries -0.0823; number 5, O, carries -0.0663; number 6, O, carries -0.0381; number 7, O, carries 0.0300; number 8, O, carries 0.0630

***

Computed, not measured: a 9-piece molecular cluster, C33H66O15 overall at a distorted geometry, with ωB97M-V/def2-TZVPD.

Structure (ORCA input):
```
! wB97M-V def2-TZVPD RIJCOSX def2/J DEFGRID3
* xyz 0 1
O 2.113 0.002 -4.727
O -7.196 4.301 3.056
O 0.326 4.241 0.971
O 4.774 -3.287 -3.108
O 1.170 0.519 0.674
O 0.136 -3.987 -2.456
O -3.981 -2.172 1.501
O 5.126 1.324 -0.950
O -0.717 0.420 -0.637
O -1.362 -5.190 -1.268
O 7.315 1.357 -1.534
O -6.721 2.125 3.484
O 0.888 4.191 -1.312
O 4.756 -3.147 -0.784
O -2.661 1.921 3.189
C 6.027 1.115 -1.758
C 5.854 0.306 -3.055
C -0.801 -4.046 -1.655
C 2.311 -0.949 -5.451
C 7.829 0.850 0.812
C -1.486 0.509 0.511
C -3.701 2.793 5.223
C -2.683 2.899 4.137
C -0.903 -6.546 -1.835
C 1.294 0.475 -1.787
C -1.367 4.076 -0.713
C 5.882 -4.999 -1.862
C -1.626 -7.595 -1.009
C 3.126 3.993 -2.223
C 3.658 -1.156 -6.307
C -5.828 3.065 1.620
C -6.233 -1.249 2.047
C -7.612 0.707 5.080
C 7.675 1.977 -0.234
C 5.086 -3.661 -2.040
C -6.716 3.248 2.779
C 3.658 -1.579 0.828
C -1.788 4.076 3.923
C 0.045 4.151 -0.259
C 0.624 0.487 -0.431
C 1.452 -2.174 -5.456
C -2.969 0.496 0.121
C -7.275 2.148 4.752
C -1.323 -2.781 -0.963
C -4.154 -0.851 3.643
C -4.783 -1.422 2.367
C 2.159 4.137 -1.049
C 3.827 -2.024 -0.671
H -3.807 1.697 5.418
H 6.865 2.707 0.226
H -1.393 -0.302 1.268
H 5.911 -5.542 -2.837
H 0.988 -0.356 -2.301
H 5.121 -5.737 -1.346
H -4.454 0.181 3.694
H -2.608 -7.381 -0.993
H 4.814 0.603 -3.367
H -1.454 3.137 -1.190
H -6.592 2.658 5.539
H -5.153 2.273 1.693
H -1.422 -8.645 -1.152
H 3.347 -2.251 1.553
H 6.576 -4.769 -1.203
H 2.984 4.899 -2.813
H -8.141 2.884 4.807
H -4.611 -1.326 4.615
H 2.442 5.267 -0.622
H -1.110 -6.488 -2.773
H 3.383 -0.604 0.854
H 1.047 1.309 -2.310
H 0.987 -2.338 -6.454
H -6.500 -0.339 2.169
H 5.487 -0.664 -3.039
H 0.152 -6.373 -1.683
H 6.940 0.415 1.098
H -3.428 0.280 1.102
H -1.002 4.253 4.891
H -8.145 0.308 4.156
H 2.311 0.693 -1.872
H 0.760 -2.248 -4.640
H -1.129 1.482 0.807
H 4.311 -0.309 -6.055
H -4.489 3.161 4.831
H -3.443 -0.209 -0.546
H -5.389 4.023 1.109
H -3.526 3.497 6.226
H 2.751 3.389 -0.236
H -2.344 -3.142 -0.299
H -7.924 0.687 6.069
H -2.342 5.043 3.692
H -6.754 0.245 5.438
H 8.732 0.209 0.351
H 2.866 -2.365 -1.132
H -6.379 2.740 0.793
H -1.812 4.968 -1.379
H -1.377 -7.659 -0.016
H -6.156 -1.473 0.912
H -1.166 3.992 3.159
H 4.744 -1.304 1.217
H -3.011 -1.147 3.406
H 8.689 2.623 -0.458
H 4.131 -1.010 -0.970
H -6.810 -2.044 2.676
H 6.608 0.595 -3.887
H 2.079 -2.970 -5.153
H -0.702 -2.276 -0.213
H 4.192 -2.062 -5.984
H -1.555 -2.418 -1.855
H 8.305 1.378 1.813
H 4.002 3.751 -1.763
H 2.919 2.957 -2.805
H 3.407 -1.032 -7.449
H -3.155 1.460 -0.294
H -1.797 3.927 0.324
*
```

Computed properties:
E_HOMO = -9.306 eV
Max |F| = 9.8 eV/A
Energy = -65990.397 eV
Frontier orbital gap = 0.358 Ha
LUMO = 0.0161 hartree

Atomic partial charges in e from the Löwdin method, atoms 1 to 8: number 1, O, carries 0.0553; number 2, O, carries 0.1306; number 3, O, carries 0.0585; number 4, O, carries 0.1130; number 5, O, carries 0.0876; number 6, O, carries 0.0469; number 7, O, carries -0.1090; number 8, O, carries 0.0498

***

Computed, not measured: a 11-piece molecular cluster, C33H66O33 overall at a distorted geometry, with ωB97M-V/def2-TZVPD.

Structure (ORCA input):
```
! wB97M-V def2-TZVPD RIJCOSX def2/J DEFGRID3
* xyz 0 1
O 4.431 -0.167 -6.879
O -6.360 -1.361 3.041
O -3.590 -1.038 -2.824
O 0.668 -1.820 -0.325
O 1.184 2.810 -2.158
O -7.196 -2.233 1.148
O 0.303 2.931 4.630
O 7.797 0.649 -0.986
O -2.661 -0.136 -4.700
O 1.850 1.161 -0.797
O -4.985 3.676 2.620
O -6.178 5.369 3.119
O -8.075 -0.433 2.173
O 4.270 -3.786 0.590
O 5.002 -2.401 2.200
O -0.877 1.460 3.391
O -3.866 1.032 -3.202
O 4.880 -5.944 -2.170
O 3.383 -4.277 -2.015
O 2.978 -0.801 -5.448
O -3.826 2.200 6.342
O 5.211 -4.201 -3.379
O -5.918 1.941 5.518
O -0.221 1.960 -0.691
O -1.330 -2.831 -0.012
O 1.351 1.685 3.222
O 3.431 1.405 -5.613
O 6.353 -2.896 0.626
O -4.444 0.445 5.098
O -4.747 5.576 1.398
O 7.031 -1.014 -2.312
O 5.725 0.579 -1.365
O -0.918 -0.698 0.577
C 0.152 2.016 3.709
C -6.456 2.984 6.288
C -1.240 2.742 -1.273
C 1.169 -2.937 -1.073
C -3.063 -2.332 -3.154
C -5.230 4.950 2.303
C 1.415 0.601 2.276
C -0.775 3.175 5.529
C -7.261 -1.440 2.067
C -9.044 -0.245 1.151
C -3.988 2.951 1.952
C -3.803 2.266 -3.880
C 6.861 -3.708 -0.403
C 2.362 2.714 -2.930
C 4.344 -6.567 -1.010
C -6.560 6.729 3.103
C 9.070 0.126 -0.771
C -0.581 -1.887 0.081
C 5.125 -3.119 1.101
C 3.853 -2.477 3.005
C 4.490 0.001 -1.779
C 4.736 -2.983 -3.968
C 3.620 0.273 -5.931
C 1.987 -0.642 -4.470
C 1.017 1.921 -1.197
C -4.671 1.576 5.741
C -5.292 -2.294 3.110
C 4.411 -4.713 -2.470
C 6.889 0.034 -1.734
C -3.123 -0.086 5.165
C -3.275 -0.050 -3.668
C 5.198 0.816 -7.563
C -2.235 -0.554 1.112
H -4.220 2.775 0.903
H -5.676 -3.260 2.786
H 2.245 -2.923 -1.198
H 2.990 -2.771 2.405
H 3.777 0.808 -1.875
H 4.339 -7.652 -1.056
H 4.001 -3.249 3.767
H -1.012 3.802 -1.138
H -2.447 0.660 4.741
H 0.593 0.715 1.577
H 1.167 -0.222 2.957
H 5.726 0.324 -8.375
H -5.706 7.401 3.004
H 1.637 -1.548 -3.982
H -2.244 -2.580 -2.479
H -6.296 3.940 5.779
H 4.600 1.649 -7.922
H -2.622 -2.331 -4.150
H 7.094 -4.766 -0.284
H 2.390 0.536 1.812
H -1.413 2.489 -2.319
H -2.853 -0.185 0.291
H -3.166 2.236 -4.761
H -9.679 0.632 1.260
H -9.653 -1.142 1.072
H 9.485 0.483 0.169
H 3.179 3.129 -2.336
H -1.677 3.494 5.004
H 4.958 -6.279 -0.153
H -3.118 -0.858 4.398
H -3.497 3.092 -3.236
H 6.301 -3.568 -1.331
H 2.327 -0.008 -3.643
H -6.051 3.062 7.296
H -7.250 6.974 2.298
H 4.237 -0.819 -1.111
H 3.340 -6.200 -0.804
H 0.844 -3.875 -0.623
H -8.511 -0.013 0.226
H 5.987 1.135 -6.877
H -3.036 3.491 2.052
H -4.407 -2.041 2.530
H -2.629 -1.459 1.559
H 3.969 -2.485 -3.383
H 9.852 0.474 -1.462
H 1.116 -0.105 -4.856
H 3.707 -1.543 3.540
H -0.986 2.253 6.067
H -6.985 7.004 4.066
H -4.951 -2.350 4.141
H -0.416 4.023 6.106
H 4.368 -3.266 -4.953
H -7.542 2.956 6.383
H 2.473 1.716 -3.342
H -4.820 2.556 -4.151
H -2.181 2.587 -0.746
H -2.251 0.266 1.826
H -3.677 2.067 2.509
H 4.632 -0.374 -2.799
H 7.818 -3.273 -0.697
H -3.810 -3.117 -3.088
H 9.142 -0.955 -0.900
H 5.573 -2.294 -4.056
H 2.309 3.371 -3.799
H 0.640 -2.892 -2.030
H -2.794 -0.381 6.157
*
```

Computed properties:
E_HOMO = -10.457 eV
Max |F| = 3.1 eV/A
Energy = -102856.502 eV
Frontier orbital gap = 0.404 Ha
LUMO = 0.0193 hartree

Atomic partial charges in e from the Löwdin method, atoms 1 to 8: number 1, O, carries 0.0109; number 2, O, carries 0.0088; number 3, O, carries 0.0133; number 4, O, carries 0.0088; number 5, O, carries 0.0049; number 6, O, carries 0.1127; number 7, O, carries 0.0148; number 8, O, carries 0.0165

***

Q: What is the max |F| in the first record?
A: 4.5 eV/A

***

Q: Which value of frontier orbital gap does entry 1 give?
A: 0.116 Ha

***

Q: Among the records above, which one has the lowest E_HOMO?
A: C33H66O33

***

Q: Among the records above, which one has the lowest E_HOMO?
A: C33H66O33